1.
{"formula": "C36H45CaN10O4P2", "method": "wB97M-V/def2-TZVPD", "e_homo_ev": -5.31, "energy_ha": -3607.97411, "charge": -1, "e_lumo_ev": 1.89, "orbital_gap_ev": 7.2, "largest_force_ev_per_a": 2.478, "elements": ["Ca", "N", "C", "C", "O", "N", "C", "C", "O", "O", "H", "H", "H", "H", "H", "H", "N", "C", "C", "C", "C", "C", "N", "C", "C", "C", "C", "C", "N", "H", "H", "H", "H", "H", "H", "H", "H", "H", "C", "P", "C", "N", "C", "C", "C", "C", "C", "C", "N", "C", "P", "C", "C", "C", "C", "C", "C", "C", "C", "C", "H", "H", "H", "H", "H", "H", "H", "H", "H", "H", "H", "H", "H", "H", "H", "H", "H", "H", "H", "H", "H", "H", "H", "H", "H", "H", "H", "H", "N", "C", "O", "C", "C", "N", "C", "N", "H", "H"], "positions_angstrom": [[0.300072, -0.584717, 1.798994], [-0.347294, -1.610848, 4.013070], [0.338877, -2.922931, 4.106586], [1.511483, -3.054780, 3.129126], [1.986852, -4.195076, 2.975259], [1.897672, -1.904187, 2.571782], [3.051220, -1.982293, 1.668772], [2.803006, -1.325839, 0.307280], [3.665498, -1.376124, -0.563374], [1.641520, -0.767190, 0.161477], [0.334796, -0.904567, 4.286471], [-1.103186, -1.559041, 4.682693], [-0.366567, -3.726541, 3.895742], [0.755283, -3.112214, 5.099826], [3.341973, -3.016475, 1.486219], [3.917227, -1.481674, 2.109183], [-3.627725, -1.968196, 1.658219], [-3.606161, -0.587841, 1.495322], [-4.846485, 0.053837, 1.352400], [-4.874857, 1.413936, 1.160363], [-3.676509, 2.120669, 1.128851], [-2.511066, 1.409150, 1.312263], [-2.456172, 0.074803, 1.493591], [-2.624020, -2.928102, 1.478668], [-3.001909, -4.272461, 1.541388], [-2.044075, -5.242864, 1.322054], [-0.742461, -4.859549, 1.033122], [-0.479799, -3.508335, 0.985245], [-1.386348, -2.548063, 1.220230], [-4.549795, -2.357929, 1.719553], [-5.762746, -0.524716, 1.380404], [-5.821452, 1.923732, 1.030438], [-3.649706, 3.191026, 0.972349], [-1.552933, 1.912774, 1.331050], [-4.031050, -4.540466, 1.753317], [-2.314509, -6.290339, 1.374840], [0.054712, -5.573269, 0.879664], [0.523924, -3.164456, 0.755683], [0.855878, -2.643699, -2.181896], [-0.147300, -1.180611, -1.677309], [0.832490, 0.091255, -2.625725], [1.249249, -0.250806, -3.816286], [1.897006, 0.670239, -4.575863], [2.379252, 0.314159, -5.857548], [2.970990, 1.258038, -6.646497], [3.105049, 2.594466, -6.194100], [2.649355, 2.955283, -4.958159], [2.043814, 1.986524, -4.122382], [1.621523, 2.337479, -2.878466], [1.088877, 1.424891, -2.109147], [0.598496, 1.967347, -0.379297], [-0.550691, 3.301634, -0.950380], [2.067517, 2.995429, 0.223382], [2.665594, 4.019224, -0.738771], [1.551961, 3.746233, 1.459128], [3.162732, 2.007542, 0.652519], [-1.651474, -1.395574, -2.827637], [-2.600314, -0.248492, -2.447429], [-2.285865, -2.727280, -2.409674], [-1.455962, -1.389621, -4.340214], [0.819378, -2.777902, -3.261995], [0.488329, -3.541559, -1.682891], [1.892606, -2.468201, -1.887242], [2.261951, -0.712699, -6.183388], [3.340656, 0.988888, -7.628860], [3.577092, 3.329806, -6.834474], [2.747833, 3.966567, -4.581678], [-0.093327, 3.918984, -1.723965], [-0.845864, 3.926417, -0.104235], [-1.450990, 2.829276, -1.353095], [1.923751, 4.746529, -1.081504], [3.116722, 3.555705, -1.613455], [3.446574, 4.563811, -0.195345], [0.867938, 4.554685, 1.183186], [2.400437, 4.187697, 1.990167], [1.045640, 3.077674, 2.150870], [3.486363, 1.369179, -0.173273], [2.821093, 1.364400, 1.464533], [4.029305, 2.565105, 1.019867], [-2.767870, -0.219564, -1.365755], [-3.571221, -0.361052, -2.946126], [-2.180723, 0.720280, -2.744388], [-2.373263, -2.806784, -1.320474], [-1.696016, -3.577699, -2.761358], [-3.292840, -2.813769, -2.836349], [-1.094322, -0.426094, -4.702104], [-2.419409, -1.593316, -4.827170], [-0.745141, -2.152361, -4.666814], [-1.448619, 1.730669, 4.514799], [-0.135442, 1.703777, 4.135436], [0.169019, 1.104241, 3.065723], [0.821846, 2.309182, 4.976454], [0.393426, 3.024918, 6.128591], [-0.026058, 3.616658, 7.029461], [2.210554, 2.223133, 4.667021], [3.338126, 2.157021, 4.427014], [-2.116383, 1.472907, 3.808013], [-1.736632, 2.400988, 5.208418]], "forces_ev_per_a": [[-2.3, 0.1, -0.8], [0.6, -0.4, 0.2], [-0.1, 0.2, 0.0], [0.4, 0.3, 0.0], [-0.1, 0.0, 0.0], [0.8, -1.0, 0.3], [-0.2, -0.1, 0.2], [-0.1, 0.0, -0.1], [0.0, 0.0, 0.0], [1.4, -0.3, -0.8], [-0.1, 0.0, 0.2], [-0.1, 0.0, 0.0], [-0.1, 0.0, -0.1], [0.0, 0.0, 0.1], [0.1, -0.1, 0.0], [0.0, 0.0, 0.0], [0.3, 0.1, 0.1], [0.2, -0.2, 0.0], [-0.1, 0.0, 0.0], [-0.1, 0.0, 0.0], [0.0, 0.0, 0.0], [0.0, -0.3, 0.0], [0.0, 0.4, 0.0], [-0.1, 0.2, 0.0], [-0.1, -0.1, 0.0], [-0.1, 0.0, 0.0], [-0.1, -0.1, 0.0], [0.1, 0.1, -0.1], [0.3, -0.3, -0.1], [-0.1, 0.0, 0.0], [0.0, 0.0, 0.0], [0.0, 0.0, 0.0], [0.0, 0.0, 0.0], [0.0, 0.0, 0.0], [0.0, 0.0, 0.0], [0.0, 0.0, 0.0], [0.0, 0.0, 0.0], [-0.1, 0.0, 0.0], [0.0, 0.1, 0.1], [-0.2, -0.1, -0.4], [0.1, 0.2, 0.1], [0.0, -0.1, 0.1], [0.0, 0.0, -0.1], [0.0, 0.0, 0.0], [0.0, 0.1, 0.0], [0.0, -0.1, 0.0], [0.0, 0.0, 0.0], [0.0, 0.1, 0.0], [-0.1, -0.1, 0.0], [-0.1, -0.1, -0.1], [0.1, 0.3, -0.3], [0.0, -0.1, 0.0], [0.0, -0.2, 0.0], [0.1, 0.1, 0.0], [0.0, 0.0, -0.1], [-0.1, 0.0, 0.0], [0.0, 0.3, 0.1], [0.0, 0.0, 0.0], [0.0, 0.0, 0.1], [0.0, -0.1, 0.0], [0.0, 0.0, 0.0], [0.0, 0.0, 0.0], [-0.1, 0.0, 0.0], [0.0, 0.0, 0.0], [0.0, 0.0, 0.0], [0.0, 0.0, 0.0], [0.0, 0.0, 0.0], [0.0, 0.0, 0.0], [0.0, 0.0, 0.0], [0.0, 0.0, 0.0], [0.1, -0.1, 0.0], [0.0, 0.1, 0.1], [-0.1, 0.0, 0.0], [0.1, 0.0, 0.0], [0.0, 0.0, 0.0], [0.0, -0.1, 0.1], [0.0, 0.0, 0.0], [0.0, 0.0, 0.0], [0.0, 0.0, 0.0], [0.0, 0.0, 0.0], [0.1, 0.0, 0.0], [0.0, -0.1, 0.0], [0.0, 0.0, -0.1], [0.0, 0.0, 0.0], [0.1, 0.0, 0.0], [0.0, 0.0, 0.0], [0.0, 0.0, 0.0], [0.0, 0.1, 0.0], [-0.2, 0.0, 0.0], [0.3, 0.0, -0.1], [-0.2, 1.3, 1.1], [0.2, 0.2, 0.2], [0.1, -0.1, -0.3], [0.0, -0.1, 0.0], [-0.2, 0.0, 0.0], [-0.1, 0.0, 0.0], [0.0, 0.0, 0.0], [0.0, 0.0, 0.0]], "mulliken_charge": [1.93, -0.37, -0.96, 0.76, -0.80, -0.62, -1.45, 0.31, -0.81, 0.87, 0.07, 0.24, 0.30, 0.43, 0.43, 0.37, 0.12, 0.19, -0.74, -0.86, -1.14, -1.11, 1.09, -0.01, -1.05, -0.89, -1.33, -1.03, 2.35, 0.21, 0.42, 0.40, 0.51, 0.74, 0.46, 0.43, 0.55, 0.59, -2.12, 1.88, -0.41, -0.08, 0.03, -0.51, -0.50, -0.52, -0.51, 0.08, -0.07, -0.39, 1.53, -1.67, 1.75, -1.85, -1.97, -1.82, 1.80, -1.79, -1.87, -2.02, 0.54, 0.30, 0.45, 0.46, 0.39, 0.38, 0.45, 0.46, 0.50, 0.35, 0.34, 0.33, 0.52, 0.23, 0.53, 0.19, 0.31, 0.03, 0.61, 0.19, 0.52, 0.23, 0.25, 0.32, 0.53, 0.36, 0.52, 0.28, -0.44, 0.52, -0.38, 0.51, -0.33, -0.66, 0.02, -0.74, 0.10, 0.25]}


2.
{"formula": "C2H10ClNSi2", "method": "wB97M-V/def2-TZVPD", "e_homo_ev": -7.85, "energy_ha": -1176.09822, "relative_energy_ev": 1.937, "e_lumo_ev": -0.42, "orbital_gap_ev": 7.4, "largest_force_ev_per_a": 3.537, "elements": ["C", "C", "N", "Si", "Si", "Cl", "H", "H", "H", "H", "H", "H", "H", "H", "H", "H"], "positions_angstrom": [[3.366852, 0.050277, 0.675599], [1.085650, -1.639816, -0.442669], [-2.468460, 1.698786, 0.723246], [-3.192418, 0.675927, -0.548253], [1.531163, -0.492782, 1.079812], [-2.959204, -1.225110, -0.145394], [4.096362, -0.722372, 1.002768], [3.367988, -0.122395, -0.406280], [3.696511, 1.122316, 0.895764], [1.553514, -1.198259, -1.289617], [1.414222, -2.624606, -0.163468], [0.081597, -1.662265, -0.667800], [-2.810933, 2.702395, 0.616583], [-1.523633, 1.714050, 1.093354], [-4.774775, 0.966215, -0.687870], [-2.464431, 0.757633, -1.735772]], "forces_ev_per_a": [[-0.3, -0.1, -0.7], [1.9, 1.5, 1.8], [-1.8, 1.4, -1.2], [-1.3, 2.7, 1.9], [0.0, 0.2, 0.0], [0.1, -2.3, 0.8], [-0.3, 0.6, 0.3], [0.3, 0.5, -0.2], [-0.5, -1.7, 0.0], [0.9, -0.2, -1.0], [0.4, -0.7, -0.3], [-2.5, -0.1, 0.0], [0.7, -1.8, 0.4], [-0.2, -0.4, -0.4], [2.0, -0.1, 0.2], [0.5, 0.5, -1.7]], "mulliken_charge": [-0.96, -0.96, -0.46, 0.42, 0.21, -0.21, 0.30, 0.25, 0.30, 0.33, 0.29, 0.25, 0.22, 0.23, -0.09, -0.11]}